Record 1
Density functional theory data (wB97M-V/def2-TZVPD) for a molecular structure, C32H26AlBrN2O2S3.

Output
strongest force on any atom	0.7	eV/A
net charge	0
E	-149830.7053	eV
HOMO-LUMO gap	5.483	eV

Cartesian coordinates (Å):
Br 4.31114 4.11416 2.68200
S -3.14704 -0.43565 -0.43712
S 0.86010 -0.23411 1.28410
S -1.80943 0.68192 2.26913
Al -1.46119 1.06653 -0.18595
O -0.05634 -0.22521 0.05598
O -1.08800 2.73914 0.41048
N 0.17637 1.68001 -1.60465
N -2.27882 1.58472 -2.19410
C 4.81536 -0.23717 0.58335
C 1.29394 2.82270 0.13177
C -1.43294 1.31715 -3.23005
C 4.92132 -0.85105 -0.65571
C 3.78407 -1.30224 -1.31623
C 2.62020 3.71582 1.92277
C -1.87142 1.08073 -4.53895
C -3.25936 1.21145 -4.78571
C 0.95649 -3.33767 3.81998
C -2.71561 -1.60106 3.51350
C -0.15584 -2.78187 1.31750
C -0.04872 1.30374 -2.92601
C 2.54142 3.17767 0.66542
C 2.44180 -0.53526 0.50273
C -0.90968 0.74498 -5.52335
C 0.58227 -1.83384 2.00652
C -3.18980 -1.33502 1.08326
C 0.23412 -4.30848 3.13878
C -0.32449 -4.03120 1.89917
C -4.08937 1.55573 -3.76078
C 3.56613 -0.06990 1.16628
C 0.41605 0.67145 -5.19626
C 1.12730 -2.08292 3.25635
C -3.55686 1.71166 -2.46239
C 1.22279 2.29692 -1.21140
C 1.45447 3.97197 2.65221
C 0.86339 0.96314 -3.88835
C -2.64837 -0.84959 2.21216
C 0.09997 3.05472 0.86164
C 2.53365 -1.14596 -0.74007
C -3.90831 -2.65959 1.00581
C 0.22327 3.66908 2.12509
H -4.20951 1.90827 -1.62238
H 3.43931 2.99619 0.08714
H -4.20981 -2.87452 -0.01772
H -0.90047 -4.78830 1.38343
H 1.37346 -3.55251 4.79473
H 5.89375 -0.97556 -1.11399
H 2.06192 2.48729 -1.88574
H -0.60450 -2.52853 0.36627
H -3.03603 -0.93159 4.31334
H 1.14347 0.39985 -5.94956
H -3.27138 -3.48286 1.34264
H 5.69896 0.12702 1.09036
H -5.15258 1.67718 -3.90797
H 1.63331 -1.47506 -1.24265
H 0.09660 -5.28566 3.58315
H 3.46568 0.44106 2.11685
H -3.39881 -2.44857 3.47657
H 1.52875 4.40670 3.64015
H 1.91869 0.91696 -3.65148
H 1.66296 -1.30512 3.78721
H 3.87358 -1.77980 -2.28349
H -3.64292 1.04479 -5.78476
H -0.68400 3.84584 2.68629
H -4.80942 -2.67310 1.62430
H -1.24061 0.54666 -6.53475
H -1.72444 -1.97421 3.79317

Cartesian forces (eV/Å) of the 6 atoms listed first:
0.0249 -0.0006 0.0007
-0.0129 -0.1439 -0.2012
-0.1204 0.0472 0.0919
-0.0777 0.1345 -0.0648
0.0602 -0.0798 0.6590
0.1303 -0.0553 -0.1123

These are the natural (NBO) partial charges, in e, on atoms 1 to 5: 0.04, -0.39, 1.30, -0.36, 1.72

=====

Record 2
Density functional theory data (wB97M-V/def2-TZVPD) for a molecular structure, C25H21AsN2PS4Tc.

Output
strongest force on any atom	0.7	eV/A
net charge	+4
E	-144870.9681	eV
HOMO-LUMO gap	5.387	eV

Cartesian coordinates (Å):
Tc -0.27467 -1.23369 0.40708
As 1.13810 -4.29887 -0.84161
S 1.51562 -6.17394 -1.28258
S -0.71179 -3.31385 -0.41376
S 2.86461 -2.90245 -0.64715
S 1.91850 -1.06438 -0.26563
P -0.59970 0.63987 -0.99505
N -0.76685 -1.33788 4.34932
N 0.08362 -1.12000 2.31960
C -1.38967 2.12207 -0.46770
C -3.25998 -2.20152 -3.33859
C -1.59504 -0.43139 -2.00691
C 1.91511 -0.21144 -1.93893
C 2.73787 -1.03988 5.51640
C 0.98862 0.94236 -1.85138
C 1.16002 -1.06851 3.24930
C 3.30038 -0.89266 4.24174
C -2.18902 2.83070 -1.37798
C 2.53066 -0.90140 3.09095
C 1.36220 2.15749 -2.31988
C 0.61829 -1.20445 4.52655
C -2.81749 -0.82776 -1.42284
C -2.06214 -1.79411 -3.93101
C -1.22482 -0.91588 -3.27082
C 3.27029 0.06458 -2.45312
C 3.60541 1.29164 -2.94330
C 1.37485 -1.19627 5.68684
C -2.61011 4.46137 0.33692
C -1.82264 3.75310 1.24035
C -1.20626 2.57973 0.84422
C -1.04612 -1.28625 3.07777
C 2.66160 2.32967 -2.87836
C -3.64302 -1.71322 -2.09320
C -2.79191 4.00598 -0.96632
H -3.09166 5.37772 0.65322
H 0.93073 -1.30294 6.66767
H 2.99847 -0.76769 2.12790
H -3.91173 -2.88432 -3.86905
H 3.98408 -0.75256 -2.49089
H 4.37102 -0.76419 4.15772
H -0.57558 2.03697 1.54165
H -4.59078 -2.00683 -1.66171
H -2.35425 2.46084 -2.38395
H 2.93619 3.31209 -3.25283
H 3.38311 -1.02592 6.38423
H -0.32683 -0.56945 -3.76772
H 0.69588 3.01079 -2.26146
H -2.05260 -1.37496 2.68674
H -3.41155 4.56414 -1.65529
H 1.48240 -0.95241 -2.63655
H -1.45176 -1.45731 5.09011
H -1.69387 4.12191 2.24879
H -1.80439 -2.14716 -4.92092
H -3.13803 -0.40228 -0.47532
H 4.58659 1.47480 -3.36326

Cartesian forces (eV/Å) of the 6 atoms listed first:
-0.5028 0.1631 -0.4716
0.5765 0.0361 0.0073
-0.0151 -0.1794 -0.0520
-0.2418 0.0724 0.0481
-0.2992 0.1168 -0.0402
0.1098 -0.1298 0.1223

These are the natural (NBO) partial charges, in e, on atoms 1 to 5: 0.39, 0.90, 0.05, -0.16, -0.03

=====

| no. | lowest unoccupied orbital energy (eV) |
| --- | --- |
| 1 | -0.70 |
| 2 | -14.33 |